# 1
DFT (ωB97M-V/def2-TZVPD) results for a 2-piece molecular cluster, C10H16 overall in a non-equilibrium geometry.

Cartesian coordinates (Å):
C1 -1.338 1.634 -0.805
C2 -0.369 2.630 -0.237
C3 -1.974 2.134 -2.169
H1 -0.932 0.637 -1.012
H2 -2.193 1.468 -0.115
H3 0.635 2.628 -0.662
H4 -1.851 3.221 -2.168
H5 -0.438 2.599 0.853
H6 -0.767 3.640 -0.513
H7 -1.608 1.538 -3.003
H8 -3.076 2.056 -2.193
C4 2.699 -0.291 0.398
C5 -0.467 -2.295 -0.155
C6 -0.716 -2.807 1.110
C7 0.592 -1.373 -0.322
C8 1.497 -1.187 0.719
C9 0.187 -2.640 2.156
C10 1.331 -1.800 1.977
H9 -1.241 -2.340 -0.928
H10 -1.580 -3.439 1.306
H11 0.710 -0.823 -1.236
H12 0.019 -3.217 3.046
H13 3.339 -0.263 1.291
H14 2.257 0.693 0.309
H15 2.038 -1.644 2.797
H16 3.248 -0.758 -0.442

Summary:
**Net charge**: -1
**Spin multiplicity**: 2
**E_HOMO (alpha / beta)**: 1.02 / -3.48 eV
**Relative energy (zero: lowest compared OMol25 entry of this formula, charge and spin)**: 0.812 eV
**Expectation value of S²**: 0.7611
**E**: -390.55339 a.u.

# 2
DFT (ωB97M-V/def2-TZVPD) results for a 2-piece molecular cluster, C5H12N2O3P overall in a non-equilibrium geometry.

Cartesian coordinates (Å):
C1 -0.036 -1.721 0.896
C2 -1.895 1.205 0.995
C3 -2.490 -0.624 -0.803
C4 0.547 1.239 -1.166
C5 -1.625 0.063 0.380
N1 1.263 -2.029 1.014
N2 -0.399 -0.510 0.568
O1 2.230 1.006 1.170
O2 2.614 -0.723 -0.633
O3 3.280 1.662 -1.033
P1 2.227 0.781 -0.470
H1 -0.721 -2.611 1.124
H2 -0.171 1.223 -0.258
H3 -2.617 1.953 0.474
H4 -1.163 1.595 1.736
H5 -2.098 -1.560 -1.085
H6 -3.611 -0.807 -0.496
H7 -2.497 0.012 -1.588
H8 0.296 0.482 -1.804
H9 0.703 2.195 -1.766
H10 1.496 -2.983 1.026
H11 1.880 -1.491 0.294
H12 2.789 1.644 1.425

Summary:
**Net charge**: -1
**E_HOMO**: -4.73 eV
**Relative energy (zero: lowest compared OMol25 entry of this formula, charge and spin)**: 0.589 eV
**E**: -874.37101 a.u.

# 3
DFT (ωB97M-V/def2-TZVPD) results for a 2-piece molecular cluster, C5H17N4 overall in a non-equilibrium geometry.

Cartesian coordinates (Å):
C1 1.191 -1.698 -1.044
C2 -2.478 -0.699 -0.095
C3 -1.176 2.134 -0.466
C4 1.925 -0.075 1.468
C5 1.429 -0.221 -1.209
N1 -1.442 -0.663 0.942
N2 -0.160 1.369 -1.114
N3 1.054 0.952 0.860
N4 0.666 0.747 -0.429
H1 1.273 -1.920 -0.040
H2 0.366 -1.954 -1.577
H3 1.982 -2.293 -1.574
H4 -3.456 -1.086 0.232
H5 -2.553 0.230 -0.466
H6 -2.240 -1.378 -0.961
H7 -0.757 3.179 0.030
H8 -1.925 2.511 -1.069
H9 -1.588 1.656 0.511
H10 1.460 -0.897 1.850
H11 2.893 -0.217 0.997
H12 2.186 0.511 2.342
H13 1.305 -0.056 -2.192
H14 2.382 0.136 -1.063
H15 -1.092 -1.623 0.974
H16 -1.880 -0.412 1.833
H17 0.636 1.767 1.260

Summary:
**Net charge**: +1
**E_HOMO**: -13.30 eV
**Relative energy (zero: lowest compared OMol25 entry of this formula, charge and spin)**: 3.058 eV
**E**: -419.32006 a.u.

# 4
DFT (ωB97M-V/def2-TZVPD) results for C6H14O2 as an isolated structure in a non-equilibrium geometry.

Cartesian coordinates (Å):
O1 0.903 -1.954 -0.708
C1 0.732 -1.146 0.291
C2 1.587 -0.082 0.884
C3 -0.217 -0.050 -0.016
C4 -1.282 0.568 0.926
C5 -2.658 0.574 0.275
C6 -0.778 2.055 1.365
H1 0.330 -1.811 1.070
H2 2.575 0.234 0.446
H3 1.614 -0.063 2.041
H4 0.153 0.694 -0.693
H5 -0.919 -0.497 -0.773
H6 -1.343 -0.055 1.803
H7 -2.784 1.396 -0.447
H8 -3.465 0.788 1.127
H9 -2.917 -0.383 -0.178
H10 0.357 2.126 1.312
H11 -1.208 2.861 0.743
H12 -1.158 2.272 2.429
H13 2.318 -0.647 -3.154
H14 1.530 -0.850 -1.787
O2 1.674 -0.243 -2.579

Summary:
**Net charge**: -1
**Spin multiplicity**: 2
**E_HOMO (alpha / beta)**: -2.44 / -3.19 eV
**Relative energy (zero: lowest compared OMol25 entry of this formula, charge and spin)**: 2.060 eV
**Expectation value of S²**: 0.7544
**E**: -387.35287 a.u.

# 5
DFT (ωB97M-V/def2-TZVPD) results for a 7-piece molecular cluster, C4H24NO6 overall in a non-equilibrium geometry.

Cartesian coordinates (Å):
C1 -0.138 -2.972 0.618
C2 -0.394 -1.695 -0.090
N1 0.204 -0.429 0.486
C3 -0.307 -0.131 1.902
C4 0.203 -1.931 -1.544
H1 0.926 -3.205 0.715
H2 -0.348 -3.748 0.212
H3 -0.474 -2.942 1.740
H4 -1.625 -1.622 -0.112
H5 1.236 -0.418 0.587
H6 0.058 0.155 -0.359
H7 -0.342 0.957 2.033
H8 -1.305 -0.489 2.035
H9 0.331 -0.665 2.631
H10 0.812 -2.808 -1.572
H11 0.752 -1.022 -1.916
H12 -0.657 -2.174 -2.112
H13 -3.979 1.567 -2.465
H14 -3.805 2.642 -1.419
O1 -4.396 2.219 -1.966
H15 -2.235 3.162 3.137
H16 -2.471 3.045 1.684
O2 -2.036 2.729 2.415
H17 3.612 2.326 -2.286
H18 2.883 3.273 -1.562
O3 3.687 3.074 -1.866
H19 3.044 3.468 2.677
H20 3.893 2.633 1.400
O4 3.067 2.854 1.924
H21 2.726 1.063 -3.526
H22 3.521 -0.102 -4.063
O5 2.991 0.173 -3.243
H23 -2.549 -3.427 1.531
H24 -3.862 -2.918 1.026
O6 -3.021 -2.641 1.347

Summary:
**Net charge**: +1
**E_HOMO**: -13.97 eV
**Relative energy (zero: lowest compared OMol25 entry of this formula, charge and spin)**: 5.422 eV
**E**: -672.60999 a.u.

# 6
DFT (ωB97M-V/def2-TZVPD) results for an isolated molecule of C8H12N2O3 in a non-equilibrium geometry.

Cartesian coordinates (Å):
C1 0.104 2.062 -2.587
O1 -0.084 0.825 -1.999
C2 0.655 0.523 -0.890
C3 1.492 1.251 -0.089
C4 1.575 0.923 1.270
N1 0.671 0.290 1.862
C5 -0.376 -0.476 1.323
N2 -1.681 0.168 1.270
C6 -0.414 -1.931 1.863
O2 -1.359 -2.641 1.762
O3 0.729 -2.371 2.387
C7 0.256 -0.818 -0.397
C8 -0.882 -1.503 -1.109
H1 -0.514 2.659 -1.961
H2 -0.335 1.970 -3.588
H3 1.158 2.463 -2.674
H4 1.687 2.222 -0.292
H5 2.183 1.479 1.956
H6 -2.385 -0.322 1.621
H7 -1.645 1.063 1.786
H8 1.365 -1.583 2.468
H9 1.061 -1.414 -0.077
H10 -0.431 -1.973 -2.004
H11 -1.545 -0.632 -1.494
H12 -1.285 -2.235 -0.407

Summary:
**E_HOMO**: -8.40 eV
**Relative energy (zero: lowest compared OMol25 entry of this formula, charge and spin)**: 2.637 eV
**E**: -647.17244 a.u.